{"formula": "C42H72N7O4", "method": "the ωB97M-V functional and the def2-TZVPD basis", "species": ["C", "C", "N", "C", "C", "C", "C", "C", "C", "C", "C", "C", "C", "C", "C", "C", "C", "O", "C", "O", "C", "O", "O", "H", "H", "H", "H", "H", "H", "H", "H", "H", "H", "H", "H", "H", "H", "H", "H", "H", "H", "H", "H", "H", "H", "H", "H", "H", "H", "H", "H", "H", "H", "C", "C", "C", "C", "N", "H", "H", "H", "H", "H", "H", "H", "C", "C", "C", "C", "N", "H", "H", "H", "H", "H", "H", "H", "C", "C", "C", "C", "N", "H", "H", "H", "H", "H", "H", "H", "C", "C", "C", "C", "N", "H", "H", "H", "H", "H", "H", "H", "C", "C", "C", "C", "N", "H", "H", "H", "H", "H", "H", "H", "C", "C", "C", "C", "N", "H", "H", "H", "H", "H", "H", "H"], "xyz": [[-2.05791, 3.99882, -3.46664], [-1.68775, 2.89514, -3.14005], [-1.28342, 1.67835, -2.78542], [0.08203, 1.37013, -3.21393], [1.14154, 2.37153, -2.73115], [2.54869, 1.75240, -2.94924], [3.54931, 2.36148, -1.94218], [4.36889, 1.33563, -1.16132], [3.61760, 0.68968, 0.01314], [2.31776, -0.01536, -0.36258], [2.47645, -1.33715, -1.10697], [1.05565, -1.89646, -1.39801], [-1.52995, 1.35304, -1.35797], [-1.60659, 2.56271, -0.42535], [-1.25373, 2.14106, 1.02148], [0.17371, 2.52110, 1.38795], [0.37979, 4.02875, 1.46386], [1.58844, 4.30494, 2.23456], [2.64714, 4.59398, 1.48231], [3.68706, 4.91628, 1.98574], [-2.83912, 0.49643, -1.24105], [-3.65596, 0.76720, -0.33755], [-2.90727, -0.40831, -2.06906], [-2.11287, 5.00000, -3.78782], [0.35458, 0.35806, -2.94179], [0.09227, 1.41456, -4.30404], [1.08831, 3.27541, -3.32912], [0.98230, 2.59391, -1.68020], [2.82963, 1.93001, -3.98321], [2.46433, 0.68262, -2.80443], [3.03670, 3.06869, -1.29601], [4.25774, 2.95461, -2.52184], [5.21731, 1.86916, -0.73115], [4.80471, 0.58640, -1.81886], [4.29385, -0.01767, 0.49031], [3.37407, 1.48819, 0.71556], [1.62569, 0.62469, -0.90169], [1.80836, -0.25702, 0.57291], [2.99626, -1.24828, -2.05544], [2.95698, -2.07652, -0.47849], [0.92503, -2.89792, -0.99704], [0.29924, -1.27226, -0.93223], [0.82298, -1.92582, -2.45836], [-0.74797, 0.69602, -0.98571], [-0.92884, 3.36827, -0.69681], [-2.63424, 2.90378, -0.42266], [-1.96145, 2.58588, 1.71464], [-1.36489, 1.06486, 1.10435], [0.43248, 2.10250, 2.36008], [0.90300, 2.12837, 0.67981], [-0.45944, 4.48385, 1.97602], [0.51858, 4.43313, 0.46894], [2.56294, 4.54287, 0.39222], [-5.16394, -3.13682, -2.37730], [-5.60628, -4.45180, -1.73776], [-4.46681, -5.18882, -1.03008], [-3.38900, -5.55056, -1.95853], [-2.54411, -5.84963, -2.67750], [-4.41983, -3.29381, -3.15952], [-6.01484, -2.63251, -2.83604], [-4.73200, -2.46036, -1.63798], [-6.03918, -5.10221, -2.50431], [-6.38459, -4.24874, -1.01879], [-4.84141, -6.10711, -0.57591], [-4.04738, -4.56416, -0.23938], [-3.61719, 8.74840, -6.84606], [-4.03325, 8.02209, -5.57188], [-3.05549, 8.24345, -4.41301], [-1.71953, 7.74666, -4.75686], [-0.67879, 7.34823, -5.03357], [-2.65817, 8.38456, -7.21674], [-4.35379, 8.58836, -7.63357], [-3.53262, 9.82398, -6.67589], [-4.11775, 6.95377, -5.77709], [-5.02212, 8.36823, -5.26577], [-3.40049, 7.71745, -3.52248], [-2.98114, 9.30480, -4.17188], [-4.96324, -7.66032, 2.54960], [-6.02045, -7.04655, 3.46004], [-7.40005, -6.95416, 2.79807], [-7.35297, -6.11273, 1.59800], [-7.31841, -5.44897, 0.66132], [-4.80263, -7.05246, 1.65911], [-4.00841, -7.73375, 3.06974], [-5.25282, -8.66397, 2.23136], [-5.69662, -6.05058, 3.76668], [-6.10818, -7.64828, 4.36674], [-8.12386, -6.52407, 3.49031], [-7.75464, -7.94559, 2.51281], [1.43162, -7.26363, -2.51303], [1.85085, -7.63903, -1.09546], [1.82121, -6.44758, -0.13237], [2.74110, -5.39577, -0.57488], [3.46385, -4.57558, -0.92620], [2.11402, -6.53368, -2.94984], [1.43737, -8.14316, -3.15728], [0.42555, -6.84120, -2.52803], [2.85587, -8.06588, -1.11649], [1.18184, -8.41337, -0.71469], [2.11134, -6.75971, 0.87112], [0.81565, -6.02800, -0.07737], [4.80386, 4.34412, 6.73673], [4.14914, 4.51878, 5.36940], [2.67454, 4.10355, 5.35491], [2.54102, 2.68758, 5.70808], [2.43775, 1.57631, 5.98145], [4.80650, 3.29790, 7.04858], [5.84148, 4.67898, 6.70832], [4.28253, 4.92555, 7.50045], [4.69711, 3.93533, 4.62813], [4.21961, 5.56348, 5.06576], [2.25586, 4.26271, 4.36194], [2.10065, 4.69971, 6.06673], [3.30559, -1.63149, 3.78242], [4.53620, -1.89600, 4.64401], [5.51520, -0.71644, 4.66196], [5.99681, -0.43036, 3.30766], [6.32038, -0.21042, 2.22825], [3.57712, -1.47779, 2.73604], [2.62424, -2.48172, 3.82102], [2.76536, -0.75078, 4.13099], [5.04879, -2.78799, 4.27679], [4.22173, -2.10505, 5.66842], [6.37297, -0.94023, 5.29699], [5.02733, 0.17715, 5.05513]], "fmax_ev_per_a": 1.5, "gap_ev": 6.43, "homo_ev": -4.5, "molar_mass_g_mol": 739.08, "total_charge": -1, "multiplicity": 1, "lumo_ev": 1.9}


{"formula": "C42H73BBrI2N3O13S", "method": "the ωB97M-V functional and the def2-TZVPD basis", "species": ["C", "C", "O", "B", "O", "N", "C", "C", "C", "N", "C", "C", "C", "O", "Br", "C", "C", "S", "C", "C", "C", "C", "O", "I", "C", "O", "C", "C", "C", "C", "C", "C", "C", "C", "C", "O", "N", "C", "C", "C", "C", "C", "O", "I", "C", "H", "H", "H", "H", "H", "H", "H", "H", "H", "H", "H", "H", "H", "H", "H", "H", "H", "H", "H", "H", "H", "H", "H", "H", "H", "H", "H", "H", "H", "H", "H", "H", "H", "H", "H", "H", "H", "C", "C", "O", "H", "H", "H", "H", "H", "H", "C", "C", "O", "H", "H", "H", "H", "H", "H", "C", "C", "O", "H", "H", "H", "H", "H", "H", "C", "C", "O", "H", "H", "H", "H", "H", "H", "C", "C", "O", "H", "H", "H", "H", "H", "H", "C", "C", "O", "H", "H", "H", "H", "H", "H"], "xyz": [[6.50468, -1.99261, -1.30015], [5.36469, -1.28945, -2.15126], [4.09395, -1.58029, -1.51820], [3.79249, -0.63458, -0.49218], [4.38330, -0.84982, 0.76190], [2.83706, 0.47547, -0.86396], [3.59124, 1.71886, -0.80693], [4.15829, 2.19897, -2.05876], [4.97619, 3.42545, -2.12555], [5.51164, 3.77168, -3.40616], [5.19432, 4.21235, -0.90698], [6.01889, 5.52790, -0.93145], [5.75936, 6.44153, -2.17425], [6.71068, 6.81411, -2.79117], [3.99188, 6.99872, -2.80312], [4.61780, 3.71900, 0.35562], [3.85213, 2.49660, 0.41261], [3.13786, 1.81327, 1.95488], [1.57819, 1.09432, 1.30830], [0.34018, 1.12455, 2.06739], [0.27482, 1.75185, 3.49458], [1.26473, 0.98678, 4.45666], [1.35198, -0.19222, 4.34229], [2.45791, 2.10125, 5.91591], [-0.87338, 0.56020, 1.44952], [-2.04334, 0.66545, 2.22577], [-2.59578, 2.00013, 2.11300], [-3.56725, 2.19641, 0.86591], [-2.77262, 2.95628, -0.26064], [-4.88971, 3.02204, 1.28317], [-4.88336, 4.51432, 0.77246], [-6.19551, 2.34672, 0.68430], [-0.87694, -0.03556, 0.10053], [-2.25012, -0.54881, -0.42971], [-2.22160, -1.92937, -1.15598], [-1.98034, -2.90303, -0.46886], [-2.50137, -2.16769, -2.54671], [-2.96861, -0.95466, -3.26698], [-3.67359, -3.12647, -2.59103], [0.39468, -0.04868, -0.60896], [0.51954, -0.66150, -2.03042], [1.12056, -2.12265, -1.88537], [1.53232, -2.75268, -2.80315], [1.28144, -3.10578, 0.06919], [1.63907, 0.50558, -0.04525], [6.88731, -2.88501, -1.87113], [7.33004, -1.28025, -1.05235], [6.12099, -2.40157, -0.32889], [5.32444, -1.78718, -3.16164], [5.54866, -0.19995, -2.33588], [3.64368, -0.88134, 1.40653], [3.98613, 1.59373, -2.98551], [6.50116, 4.03449, -3.33688], [5.42538, 2.96789, -4.03541], [5.74411, 6.14365, -0.02479], [7.12239, 5.33992, -0.83069], [4.79396, 4.32772, 1.27071], [0.56599, 2.83439, 3.37907], [-0.74662, 1.67382, 3.95381], [-1.77665, 2.76529, 1.97966], [-3.09940, 2.23144, 3.08702], [-3.96145, 1.19439, 0.53740], [-2.32032, 3.90033, 0.15407], [-3.46018, 3.18785, -1.12360], [-1.91934, 2.37595, -0.69824], [-4.93901, 2.98790, 2.40099], [-4.93261, 4.58900, -0.34767], [-3.95398, 5.00216, 1.16411], [-5.79155, 5.03715, 1.16294], [-7.03571, 3.06056, 0.93524], [-6.45407, 1.36643, 1.19404], [-6.17604, 2.26243, -0.43086], [-2.90288, -0.68723, 0.47726], [-2.71696, 0.28745, -1.00933], [-3.30738, -1.14780, -4.31433], [-3.86854, -0.55327, -2.70813], [-2.22904, -0.11653, -3.30709], [-3.39368, -4.09918, -3.07574], [-4.17036, -3.25037, -1.60108], [-4.45033, -2.67530, -3.27347], [-0.43964, -0.77074, -2.58565], [1.28726, -0.09980, -2.63103], [3.26977, -6.72662, -1.92268], [4.62134, -6.07436, -2.14162], [4.56787, -5.17686, -3.24810], [2.95637, -7.27236, -2.81542], [3.30179, -7.42012, -1.07944], [2.50745, -5.96933, -1.72730], [5.37970, -6.82842, -2.35872], [4.93240, -5.51712, -1.25201], [3.90189, -4.50535, -3.04697], [-9.20265, -1.18487, 1.33928], [-8.14151, -1.02280, 0.26850], [-6.84231, -1.11685, 0.84587], [-9.08817, -0.41982, 2.10968], [-10.20422, -1.10714, 0.91143], [-9.10658, -2.15493, 1.83528], [-8.22707, -0.04568, -0.20864], [-8.24395, -1.79414, -0.50187], [-6.77079, -1.98552, 1.25885], [2.49258, -8.10326, -6.09914], [3.65243, -7.54498, -6.90211], [3.99434, -6.24362, -6.44366], [1.62182, -7.44949, -6.18034], [2.21828, -9.10111, -6.44936], [2.75018, -8.16244, -5.03858], [3.38412, -7.46757, -7.95674], [4.53218, -8.19215, -6.81570], [4.24044, -6.31484, -5.51088], [6.14217, -2.92488, 4.76322], [5.48063, -2.02704, 3.73507], [4.15150, -2.46617, 3.47283], [6.16408, -3.95815, 4.41070], [7.16493, -2.59976, 4.96580], [5.58000, -2.91872, 5.70115], [6.03144, -2.05215, 2.79443], [5.44650, -0.99067, 4.08791], [3.66325, -2.43332, 4.30449], [2.54860, 6.62143, 1.86099], [2.74054, 5.87251, 3.16683], [1.98982, 4.66434, 3.16174], [1.49290, 6.85112, 1.70368], [3.11656, 7.55472, 1.85807], [2.87260, 6.01068, 1.01313], [2.39645, 6.47620, 4.00743], [3.79767, 5.62982, 3.32532], [2.30488, 4.12695, 2.42142], [-11.96752, 0.37725, 4.69474], [-10.62429, 1.05137, 4.49036], [-10.70460, 1.99774, 3.42911], [-12.28551, -0.12632, 3.77950], [-11.91819, -0.35664, 5.50190], [-12.73717, 1.11473, 4.93790], [-9.86380, 0.31564, 4.22690], [-10.30376, 1.56787, 5.40094], [-11.37146, 2.65082, 3.67056]], "fmax_ev_per_a": 3.2, "gap_ev": 8.31, "homo_ev": -8.2, "molar_mass_g_mol": 1204.64, "total_charge": 0, "multiplicity": 1, "lumo_ev": 0.1}


{"formula": "C42H73IN6O6P", "method": "the ωB97M-V functional and the def2-TZVPD basis", "species": ["C", "C", "C", "C", "C", "C", "C", "C", "C", "N", "N", "I", "C", "O", "C", "C", "O", "C", "C", "P", "O", "O", "C", "C", "C", "C", "C", "N", "C", "C", "C", "N", "C", "C", "H", "H", "H", "H", "H", "H", "H", "H", "H", "H", "H", "H", "H", "H", "H", "H", "H", "H", "H", "H", "H", "H", "H", "H", "H", "H", "H", "H", "H", "H", "H", "H", "H", "H", "H", "H", "H", "C", "C", "C", "C", "C", "C", "N", "O", "C", "C", "C", "H", "H", "H", "H", "H", "H", "H", "H", "H", "H", "H", "H", "H", "H", "H", "H", "H", "H", "C", "C", "C", "C", "C", "C", "N", "O", "C", "C", "C", "H", "H", "H", "H", "H", "H", "H", "H", "H", "H", "H", "H", "H", "H", "H", "H", "H", "H"], "xyz": [[0.92768, -0.70832, -4.20055], [0.17508, -1.48288, -3.09638], [-0.18499, -0.57050, -1.91317], [-0.26480, -1.26191, -0.52842], [-1.44706, -2.20439, -0.74498], [-2.74281, -1.70996, -0.79056], [-3.77495, -2.58612, -1.02811], [-3.46054, -3.92415, -1.20140], [-2.13996, -4.30732, -1.16892], [-1.12713, -3.46565, -0.95365], [1.01859, -2.01354, -0.28443], [2.83826, -0.94275, -1.05174], [1.32693, -2.16409, 1.18563], [2.74611, -2.26545, 1.17151], [3.36357, -2.35530, 2.46495], [4.72511, -1.66530, 2.38867], [4.61626, -0.41282, 1.75389], [5.66973, -0.14411, 0.82916], [7.06018, -0.08130, 1.47195], [0.87364, -3.75905, 2.18626], [0.05251, -4.74944, 1.19905], [-0.11896, -3.27707, 3.37173], [0.87069, -0.79774, 1.68815], [-0.31594, -0.28970, 0.72589], [0.05675, 1.18281, 0.45827], [-0.92543, 2.01900, -0.39312], [-0.26642, 2.82506, -1.52231], [-1.19362, 3.22119, -2.58635], [-1.55000, -0.36652, 1.64223], [-2.14940, 0.75406, 2.18850], [-3.25171, 0.61091, 3.02020], [-3.80519, -0.54351, 3.34868], [-3.21152, -1.61908, 2.84745], [-2.11556, -1.58204, 2.01658], [1.98100, -0.96777, -4.22735], [0.52585, -0.96172, -5.17983], [0.81316, 0.36864, -4.08670], [-0.72075, -1.90441, -3.54426], [0.81438, -2.31247, -2.80104], [0.45370, 0.30359, -1.88464], [-1.17533, -0.18027, -2.14256], [-2.92152, -0.65491, -0.64289], [-4.80084, -2.25452, -1.08070], [-4.22783, -4.66075, -1.38264], [-1.88140, -5.34712, -1.31271], [1.13598, -2.90934, -0.76080], [2.77526, -1.84942, 3.23078], [3.55456, -3.38802, 2.73610], [5.42135, -2.32956, 1.87202], [5.05753, -1.51729, 3.41860], [5.65848, -0.90589, 0.04497], [5.43325, 0.82388, 0.39628], [7.71872, -0.81854, 1.01645], [7.52382, 0.88953, 1.31699], [7.03126, -0.26873, 2.54215], [0.49950, -5.60229, 1.26588], [-1.02444, -3.60186, 3.26951], [1.67563, -0.07715, 1.80990], [0.44380, -0.92111, 2.68299], [0.15561, 1.66272, 1.43066], [1.04225, 1.24123, -0.00106], [-1.50720, 2.71768, 0.20578], [-1.65958, 1.34998, -0.84645], [0.55035, 2.27466, -1.98518], [0.11100, 3.75761, -1.10510], [-1.63147, 2.39370, -2.97849], [-1.95801, 3.75447, -2.18661], [-1.79401, 1.75142, 1.99416], [-3.69542, 1.50637, 3.43639], [-3.64536, -2.57889, 3.10070], [-1.71540, -2.49914, 1.62203], [5.79114, -0.81788, -6.27574], [6.13640, -0.09384, -4.95138], [7.07718, 1.08376, -5.22359], [8.52735, 0.67916, -5.48598], [9.03808, -0.25341, -4.38780], [8.14641, -1.47827, -4.18857], [6.72955, -1.05506, -3.96671], [6.55813, -0.63917, -2.75739], [8.26543, -2.40990, -5.40590], [8.62923, -2.29246, -2.99524], [4.83029, 0.43564, -4.38727], [5.66306, -1.88863, -6.12015], [4.85311, -0.44191, -6.68194], [6.54824, -0.67314, -7.04470], [7.06104, 1.75672, -4.35993], [6.68609, 1.65308, -6.06916], [8.62533, 0.20797, -6.46712], [9.14867, 1.57512, -5.51841], [10.05075, -0.58819, -4.61914], [9.10177, 0.30500, -3.44838], [7.57938, -3.25324, -5.31750], [9.27892, -2.80629, -5.45422], [8.07889, -1.91963, -6.35673], [8.68421, -1.69592, -2.08684], [9.62806, -2.67296, -3.20451], [7.97094, -3.14224, -2.80883], [4.16794, -0.38909, -4.12619], [4.32373, 1.06481, -5.11835], [4.99145, 1.04442, -3.49829], [-10.40036, 2.77004, 3.89686], [-9.31084, 3.66347, 4.53906], [-8.54945, 4.43276, 3.45271], [-7.53804, 3.58955, 2.67504], [-6.61621, 2.83691, 3.63223], [-7.37623, 1.99819, 4.65473], [-8.38183, 2.83533, 5.37207], [-7.80312, 3.55924, 6.26669], [-8.03990, 0.80528, 3.94516], [-6.40036, 1.38419, 5.64821], [-10.03820, 4.66284, 5.43008], [-10.53756, 1.84823, 4.46086], [-11.35996, 3.28403, 3.89262], [-10.17768, 2.50795, 2.86256], [-8.01686, 5.26796, 3.91829], [-9.27577, 4.87092, 2.76527], [-8.05369, 2.89244, 2.00881], [-6.94235, 4.23900, 2.03032], [-5.94491, 2.17912, 3.07370], [-5.98263, 3.56385, 4.15211], [-8.64738, 0.22952, 4.64409], [-7.26324, 0.14730, 3.55329], [-8.66700, 1.08664, 3.10359], [-5.78888, 2.13210, 6.14965], [-5.73049, 0.70758, 5.11476], [-6.92716, 0.81032, 6.41140], [-10.55201, 4.15858, 6.24917], [-10.77884, 5.19216, 4.83125], [-9.36286, 5.40269, 5.85339]], "fmax_ev_per_a": 1.9, "s_squared": 2.008, "gap_ev": [5.13, 6.09], "homo_ev": [-9.5, -10.5], "molar_mass_g_mol": 915.96, "total_charge": 1, "multiplicity": 3, "lumo_ev": [-4.4, -4.4]}